No. 1
ORCA calculation (ωB97M-V/def2-TZVPD) on a gas-phase ion, C10H11N4O (charge +1) at a distorted geometry.

Summary:
HOMO-LUMO gap (spin up / spin down) ... 6.999 / 6.996 eV
Net charge ... +1
E_LUMO (spin up / spin down) ... -5.19 / -5.20 eV
Electronic energy ... -681.47488 Eh
Highest occupied orbital energy (spin up / spin down) ... -12.19 / -12.19 eV
Energy above the lowest of the compared OMol25 structures with the same formula, charge and spin ... 96.11 kcal/mol

Last column: Mulliken charge in e.
Atoms and positions in Å:
C -0.996 2.594 0.315  -0.310
C 0.470 -1.424 -0.232  0.608
C -1.731 0.375 0.628  0.528
C 2.697 0.189 0.376  -0.148
C -0.221 2.454 -0.922  -0.778
C -0.775 -2.176 -0.521  -1.174
C -1.834 -2.186 0.532  -0.293
C 1.405 0.941 0.320  -0.258
C 0.676 1.151 -0.975  -0.015
C 0.311 -0.027 -0.124  0.454
N -1.561 1.561 0.894  -0.278
N 1.655 -1.938 -0.046  -0.747
N 2.650 -1.134 0.355  0.107
N -2.329 -0.738 0.786  -0.233
O 3.813 0.664 0.387  -0.590
H -0.743 3.407 0.999  0.413
H -0.825 2.549 -1.907  0.392
H 0.486 3.313 -0.880  0.330
H -1.175 -1.590 -1.336  0.437
H -0.533 -3.182 -0.918  0.382
H -2.881 -2.553 0.141  0.293
H -1.453 -2.457 1.563  0.337
H 1.392 1.711 1.053  0.528
H 1.241 0.917 -1.920  0.465
H 3.497 -1.742 0.350  0.302
H -3.236 -0.679 1.079  0.249

---

No. 2
ORCA calculation (ωB97M-V/def2-TZVPD) on a single C10H11NO2S molecule at a distorted geometry.

Summary:
HOMO-LUMO gap ... 9.218 eV
SMILES ... [H]/N=C1/c2ccccc2C[C@@H]1S(C)(=O)=O
E_LUMO ... 0.08 eV
Electronic energy ... -991.01073 Eh
Highest occupied orbital energy ... -9.13 eV
Energy above the lowest of the compared OMol25 structures with the same formula, charge and spin ... 14.01 kcal/mol

Last column: Mulliken charge in e.
Atoms and positions in Å:
H 1.413 -1.990 2.470  0.265
N 1.511 -1.745 1.476  -0.702
C 0.640 -1.183 0.738  -0.296
C 0.800 -0.939 -0.737  0.293
C 1.885 -1.293 -1.566  -0.265
C 1.831 -1.073 -2.954  -0.829
C 0.670 -0.387 -3.400  -0.309
C -0.370 0.217 -2.642  -0.902
C -0.301 -0.170 -1.282  0.593
C -1.215 0.156 -0.118  -0.900
C -0.596 -0.380 1.129  0.102
S -0.127 1.022 2.116  1.283
C -1.669 1.787 2.674  -1.065
O 0.651 2.070 1.454  -0.653
O 0.522 0.560 3.303  -0.708
H 2.655 -1.832 -1.099  0.513
H 2.467 -1.525 -3.676  0.415
H 0.747 -0.286 -4.431  0.400
H -1.070 0.912 -3.050  0.436
H -1.173 1.286 -0.122  0.315
H -2.206 -0.252 -0.230  0.350
H -1.331 -0.840 1.733  0.593
H -2.312 1.606 1.796  0.346
H -1.946 1.427 3.639  0.353
H -1.474 2.851 2.779  0.372

---

No. 3
ORCA calculation (ωB97M-V/def2-TZVPD) on a single C10H11NO2S molecule at a distorted geometry.

Summary:
HOMO-LUMO gap ... 8.558 eV
SMILES ... CCC(=O)/C(=N/O)Sc1ccccc1
E_LUMO ... -0.46 eV
Electronic energy ... -990.92723 Eh
Highest occupied orbital energy ... -9.01 eV
Energy above the lowest of the compared OMol25 structures with the same formula, charge and spin ... 66.41 kcal/mol

Last column: Mulliken charge in e.
Atoms and positions in Å:
C -0.311 1.915 -2.448  -1.138
C -1.025 2.726 -1.378  -0.450
C -1.464 1.796 -0.229  0.430
O -2.681 1.472 -0.287  -0.581
C -0.486 1.455 0.913  0.431
N 0.763 1.863 0.833  -0.206
O 1.814 1.479 1.791  -0.414
S -0.984 0.332 2.228  -0.113
C -0.200 -1.046 1.391  0.177
C -0.947 -1.684 0.426  -0.241
C -0.448 -2.908 -0.160  -0.404
C 0.783 -3.402 0.333  -0.308
C 1.431 -2.728 1.358  -0.375
C 1.005 -1.622 1.871  -0.481
H -0.071 2.652 -3.195  0.344
H -0.856 1.201 -3.032  0.343
H 0.617 1.442 -2.126  0.321
H -1.918 3.189 -1.729  0.370
H -0.340 3.584 -1.013  0.273
H 2.717 1.569 1.458  0.337
H -1.686 -1.086 -0.128  0.317
H -0.726 -3.572 -1.068  0.221
H 1.214 -4.227 -0.281  0.305
H 2.303 -3.227 1.840  0.268
H 1.498 -1.170 2.632  0.573

---

No. 4
ORCA calculation (ωB97M-V/def2-TZVPD) on a single C10H11NO2S molecule at a distorted geometry.

Summary:
HOMO-LUMO gap ... 7.764 eV
SMILES ... [H]/N=C(/CC)SC1=CC=CC1=C=C(O)O
E_LUMO ... -0.56 eV
Electronic energy ... -990.90938 Eh
Highest occupied orbital energy ... -8.32 eV
Energy above the lowest of the compared OMol25 structures with the same formula, charge and spin ... 77.61 kcal/mol

Last column: Mulliken charge in e.
Atoms and positions in Å:
H 2.073 -2.038 2.531  0.266
N 2.252 -1.644 1.607  -0.714
C 1.835 -0.521 1.313  0.499
C 2.416 0.315 0.227  -0.623
C 1.757 -0.172 -1.128  -0.579
S 0.379 0.119 2.185  -0.186
C -0.340 1.073 0.872  -0.075
C -0.124 2.386 0.596  -0.215
C -0.757 2.677 -0.643  -0.714
C -1.386 1.592 -1.168  -1.026
C -1.243 0.528 -0.127  0.190
C -1.819 -0.685 -0.152  0.485
C -2.473 -1.815 -0.156  -0.133
O -2.046 -3.024 -0.640  -0.566
O -3.675 -1.817 0.390  -0.475
H 2.113 1.300 0.460  0.229
H 3.453 0.182 0.221  0.467
H 1.866 -1.208 -1.412  0.361
H 2.232 0.474 -1.876  0.310
H 0.635 0.295 -1.135  -0.038
H 0.375 2.980 1.281  0.648
H -0.522 3.592 -1.056  0.513
H -1.857 1.382 -2.017  0.657
H -1.036 -3.236 -0.595  0.358
H -4.110 -2.736 0.421  0.360

---

No. 5
ORCA calculation (ωB97M-V/def2-TZVPD) on a gas-phase ion, C10H11O4S (charge -1) at a distorted geometry.

Summary:
HOMO-LUMO gap (spin up / spin down) ... 7.860 / 7.863 eV
Net charge ... -1
E_LUMO (spin up / spin down) ... 3.38 / 3.38 eV
Electronic energy ... -1086.74373 Eh
Highest occupied orbital energy (spin up / spin down) ... -4.48 / -4.48 eV
Energy above the lowest of the compared OMol25 structures with the same formula, charge and spin ... 34.23 kcal/mol

Last column: Mulliken charge in e.
Atoms and positions in Å:
C -2.636 0.906 -1.569  -1.119
C -2.630 2.010 -0.778  -0.060
C -1.601 0.006 -1.440  -0.563
C -1.641 2.279 0.156  -0.866
C -0.623 0.134 -0.440  0.309
C -0.638 1.345 0.335  0.561
C 1.177 0.493 1.507  -0.123
C 0.332 -0.904 -0.246  0.975
C 2.790 0.589 1.517  -1.110
C 1.048 -1.487 -1.395  -1.471
O -0.547 -3.320 0.046  -0.703
O 1.470 -2.710 1.292  -0.715
O -0.588 -1.860 2.107  -0.724
O 0.431 1.634 1.098  -0.482
S 0.121 -2.332 0.903  1.253
H -3.363 0.852 -2.256  0.538
H -3.551 2.636 -0.952  0.215
H -1.492 -0.811 -2.100  0.454
H -1.673 3.216 0.733  0.359
H 0.625 0.130 2.361  0.512
H 3.119 1.551 2.232  0.262
H 3.044 0.764 0.476  0.276
H 3.112 -0.377 1.898  0.306
H 2.151 -1.260 -1.483  0.170
H 0.687 -0.920 -2.387  0.340
H 0.878 -2.565 -1.616  0.404

---

No. 6
ORCA calculation (ωB97M-V/def2-TZVPD) on a single C10H11PS molecule at a distorted geometry.

Summary:
HOMO-LUMO gap ... 8.950 eV
SMILES ... S=[P@]1(c2ccccc2)C=CCC1
E_LUMO ... 0.67 eV
Electronic energy ... -1127.16793 Eh
Highest occupied orbital energy ... -8.28 eV
Energy above the lowest of the compared OMol25 structures with the same formula, charge and spin ... 2.43 kcal/mol

Last column: Mulliken charge in e.
Atoms and positions in Å:
S 0.482 -0.079 2.996  -0.443
P -0.229 -0.399 1.165  0.489
C 0.592 0.716 -0.002  0.233
C -0.092 1.542 -0.928  -0.082
C 0.522 2.467 -1.704  -0.666
C 1.868 2.516 -1.726  -0.372
C 2.577 1.801 -0.764  -0.436
C 1.999 0.869 0.035  -0.463
C -1.966 -0.366 0.863  -0.375
C -2.558 -1.535 0.702  -0.460
C -1.622 -2.702 0.718  -0.369
C -0.194 -2.118 0.543  -0.818
H -1.104 1.170 -1.035  0.388
H -0.055 3.135 -2.317  0.369
H 2.504 3.044 -2.431  0.354
H 3.660 1.939 -0.703  0.329
H 2.616 0.341 0.807  0.271
H -2.467 0.617 0.922  0.485
H -3.692 -1.510 0.755  0.274
H -1.751 -3.233 1.735  0.272
H -1.705 -3.382 -0.163  0.286
H 0.653 -2.784 1.034  0.318
H -0.037 -2.049 -0.501  0.416

---

No. 7
ORCA calculation (ωB97M-V/def2-TZVPD) on a molecular structure, C10H12BO6Rb at a distorted geometry.

Summary:
HOMO-LUMO gap ... 2.058 eV
Net charge ... -2
E_LUMO ... 2.33 eV
Electronic energy ... -888.44747 Eh
Highest occupied orbital energy ... 0.27 eV
Energy above the lowest of the compared OMol25 structures with the same formula, charge and spin ... 111.17 kcal/mol

Last column: Mulliken charge in e.
Atoms and positions in Å:
Rb -0.161 -2.415 -3.040  0.865
B -0.465 -5.238 0.056  0.036
H -0.657 -6.138 0.619  -0.250
H -0.806 -4.380 0.615  -0.166
H 0.605 -5.154 -0.052  -0.217
H -0.942 -5.321 -0.908  -0.308
C -5.654 -0.163 0.248  -0.506
C -6.182 0.885 0.937  0.384
C -5.263 1.931 1.698  0.287
O -5.750 2.771 2.583  -0.817
C -3.904 2.041 1.400  -0.732
C -3.294 0.986 0.500  0.516
C -4.259 -0.205 -0.045  0.396
O -3.774 -1.194 -0.637  -0.768
O -2.098 0.973 0.226  -0.724
O -7.414 0.753 1.099  -0.758
H -6.320 -0.887 -0.198  0.363
H -3.301 2.831 1.823  0.393
O 3.864 -0.791 -1.286  -0.598
C 4.485 0.244 -0.976  0.567
O 5.090 0.942 -2.054  -0.332
C 5.601 2.150 -1.470  -0.469
C 4.860 2.397 -0.122  -0.495
C 4.837 0.919 0.318  -0.437
H 5.369 2.932 -2.192  0.328
H 6.675 2.119 -1.284  0.275
H 3.814 2.682 -0.231  0.297
H 5.438 3.074 0.507  0.311
H 3.976 0.828 0.981  0.272
H 5.630 0.427 0.882  0.286

---

No. 8
ORCA calculation (ωB97M-V/def2-TZVPD) on a molecular structure, C10H12ClEuNP at a distorted geometry.

Summary:
HOMO-LUMO gap (spin up / spin down) ... 4.331 / 5.617 eV
Spin multiplicity ... 8
Net charge ... -1
E_LUMO (spin up / spin down) ... 2.66 / 2.47 eV
Electronic energy ... -1954.63189 Eh
Highest occupied orbital energy (spin up / spin down) ... -1.67 / -3.14 eV

Last column: Mulliken charge in e.
Atoms and positions in Å:
C -0.519 0.709 -1.034  0.241
C -0.247 1.861 -1.799  -0.931
C -1.406 2.691 -1.828  -0.361
C -2.443 2.071 -1.074  -0.773
C -1.958 0.857 -0.533  -0.249
Eu -0.652 -1.668 1.725  0.395
P 1.811 -2.446 0.359  -0.176
H 0.133 -0.152 -0.855  0.132
H 0.702 2.083 -2.287  0.340
H -1.487 3.641 -2.353  0.392
H -2.492 0.129 0.090  0.011
H -3.445 2.470 -0.926  0.338
H 2.882 -1.542 0.056  0.122
H 1.698 -3.004 -0.962  0.102
H 2.637 -3.498 0.875  0.090
Cl 3.780 -0.097 4.152  -0.264
C 2.395 0.654 3.482  0.345
C 2.389 2.008 3.166  -0.383
C 1.240 2.566 2.598  -0.552
C 0.167 1.733 2.295  -0.333
N 0.201 0.422 2.586  -0.388
C 1.259 -0.127 3.226  -0.443
H 3.273 2.604 3.377  0.383
H 1.157 3.628 2.381  0.346
H -0.745 2.087 1.811  0.293
H 1.199 -1.187 3.520  0.325